{"formula": "C56H95FN12O10P3S", "method": "ωB97M-V/def2-TZVPD", "elements": ["C", "C", "O", "C", "C", "S", "C", "C", "O", "O", "P", "O", "O", "O", "C", "C", "C", "O", "F", "C", "P", "O", "O", "O", "N", "P", "C", "C", "H", "H", "H", "H", "H", "H", "H", "H", "H", "H", "H", "H", "H", "H", "H", "H", "H", "H", "C", "C", "C", "C", "N", "H", "H", "H", "H", "H", "H", "H", "C", "C", "C", "C", "N", "H", "H", "H", "H", "H", "H", "H", "C", "C", "C", "C", "N", "H", "H", "H", "H", "H", "H", "H", "C", "C", "C", "C", "N", "H", "H", "H", "H", "H", "H", "H", "C", "C", "C", "C", "N", "H", "H", "H", "H", "H", "H", "H", "C", "C", "C", "C", "N", "H", "H", "H", "H", "H", "H", "H", "C", "C", "C", "C", "N", "H", "H", "H", "H", "H", "H", "H", "C", "C", "C", "C", "N", "H", "H", "H", "H", "H", "H", "H", "C", "C", "C", "C", "N", "H", "H", "H", "H", "H", "H", "H", "C", "C", "C", "C", "N", "H", "H", "H", "H", "H", "H", "H", "C", "C", "C", "C", "N", "H", "H", "H", "H", "H", "H", "H"], "xyz": [[8.22852, -1.64121, 6.83985], [6.92737, -1.00272, 6.31711], [7.20210, 0.29096, 5.70704], [6.27612, 0.56881, 4.78160], [6.38467, -0.06836, 3.52222], [7.73447, -1.17521, 3.15185], [5.41412, 0.21596, 2.54770], [5.58178, -0.45529, 1.18955], [6.15231, 0.15139, 0.34137], [5.13542, -1.73295, 0.89923], [4.07803, -2.35597, 2.00062], [2.90584, -1.48220, 2.23384], [4.89167, -2.71316, 3.34130], [3.55434, -3.75404, 1.43564], [4.36420, 1.13080, 2.85711], [3.36880, 1.39248, 1.71914], [3.39890, 2.88334, 1.34776], [4.29744, 3.56487, 1.69990], [2.42326, 3.42531, 0.59720], [4.29332, 1.73147, 4.14118], [2.92754, 2.88696, 4.60737], [2.54284, 2.78079, 6.02936], [3.31871, 4.44141, 4.30300], [1.57113, 2.62194, 3.72294], [5.28003, 1.44074, 5.06904], [5.38316, 2.17186, 6.73268], [4.19896, 1.35847, 7.89534], [5.19938, 4.00625, 6.67660], [8.72632, -0.98777, 7.57143], [8.01864, -2.63634, 7.26314], [8.89285, -1.81238, 5.97800], [6.21324, -0.86373, 7.14667], [6.48068, -1.71452, 5.60011], [8.31388, -0.66910, 2.02890], [4.28241, -3.12338, 3.97464], [2.69031, -3.56745, 0.99448], [2.35389, 1.09286, 2.02069], [3.60336, 0.85425, 0.79108], [2.45248, 4.84091, 4.10241], [1.25333, 1.75222, 4.02114], [3.55774, 0.62232, 7.37927], [3.50243, 2.13701, 8.25364], [4.72742, 0.89196, 8.73816], [4.27468, 4.39224, 7.12860], [5.36967, 4.40647, 5.66072], [6.03468, 4.40154, 7.28246], [2.61812, 2.61804, -2.82113], [3.03168, 1.30284, -3.47275], [2.04643, 0.82720, -4.54471], [0.71214, 0.59993, -3.95778], [-0.33020, 0.42258, -3.50711], [1.66642, 2.52441, -2.29293], [3.36489, 2.93169, -2.09076], [2.52044, 3.40914, -3.56720], [3.13250, 0.53716, -2.69849], [4.01402, 1.42769, -3.93096], [2.39736, -0.10490, -4.98970], [1.96262, 1.57316, -5.33817], [-2.32524, -1.76637, -4.58439], [-1.77987, -1.87304, -6.00137], [-2.84990, -2.25760, -7.02846], [-3.42836, -3.57267, -6.69953], [-3.87291, -4.59932, -6.44344], [-2.71492, -2.72331, -4.23079], [-1.53756, -1.46374, -3.90014], [-3.12745, -1.02664, -4.52742], [-0.97308, -2.60996, -6.01834], [-1.34395, -0.91334, -6.28674], [-2.41442, -2.30731, -8.02781], [-3.64947, -1.51492, -7.04459], [-0.14864, 5.57727, 1.13025], [-0.64976, 6.52481, 0.04702], [0.30517, 7.69743, -0.19978], [0.47074, 8.49715, 1.02810], [0.60029, 9.11299, 1.98834], [-0.07022, 6.07916, 2.09688], [-0.83945, 4.74142, 1.25406], [0.83123, 5.17206, 0.87312], [-1.63431, 6.90154, 0.33150], [-0.77645, 5.97088, -0.88546], [-0.08436, 8.34150, -0.98869], [1.28462, 7.33184, -0.51416], [-1.12076, -4.56540, 3.77456], [-0.44522, -3.20546, 3.71382], [-0.42379, -2.63216, 2.29439], [0.32329, -3.51948, 1.39109], [0.90747, -4.20907, 0.67969], [-0.58631, -5.31008, 3.17945], [-1.15215, -4.93401, 4.79999], [-2.14528, -4.49779, 3.40541], [0.57608, -3.29106, 4.09760], [-0.97565, -2.51198, 4.36922], [0.05387, -1.65128, 2.28818], [-1.43978, -2.51720, 1.91413], [-1.27498, 0.86630, 2.01935], [-0.69389, 0.79542, 0.60963], [-1.74133, 0.42129, -0.44191], [-2.30745, -0.90808, -0.14589], [-2.73921, -1.94728, 0.08461], [-1.66306, -0.09999, 2.34417], [-0.50613, 1.16352, 2.73401], [-2.08538, 1.59525, 2.07390], [0.12217, 0.06576, 0.59269], [-0.26151, 1.76582, 0.35162], [-1.29263, 0.39352, -1.43599], [-2.54758, 1.15690, -0.45503], [4.90418, 9.61387, 3.56510], [5.65876, 9.09757, 2.34468], [4.88196, 8.02415, 1.57528], [4.62353, 6.85793, 2.44030], [4.42189, 5.95008, 3.11983], [4.73148, 8.82072, 4.29476], [5.47884, 10.39448, 4.06414], [3.93737, 10.03419, 3.28038], [6.62303, 8.69592, 2.66421], [5.86627, 9.93274, 1.67314], [5.45185, 7.69508, 0.70513], [3.92737, 8.42192, 1.22472], [-2.27191, -6.65357, -7.98964], [-2.27655, -8.13052, -8.36788], [-1.06758, -8.53351, -9.21961], [-1.05196, -7.77098, -10.48186], [-1.04020, -7.17288, -11.46163], [-2.33012, -6.01419, -8.87318], [-3.12908, -6.41670, -7.36264], [-1.36524, -6.39441, -7.43582], [-3.19854, -8.35610, -8.90793], [-2.28320, -8.73256, -7.45681], [-1.10764, -9.59802, -9.45369], [-0.13857, -8.34077, -8.68049], [-2.48641, -7.58027, 0.47866], [-3.05045, -6.46406, -0.39334], [-3.80852, -5.40465, 0.41236], [-4.95427, -6.01424, 1.11556], [-5.84022, -6.50203, 1.66026], [-3.27943, -8.13315, 0.98505], [-1.93092, -8.29417, -0.13030], [-1.80796, -7.18098, 1.23649], [-3.71295, -6.89868, -1.14496], [-2.23117, -5.98036, -0.92912], [-4.17991, -4.62109, -0.24931], [-3.15049, -4.93970, 1.14907], [-0.01803, 0.79749, -8.47194], [-0.68008, 2.16646, -8.58243], [0.31211, 3.28000, -8.93129], [1.34860, 3.39554, -7.88836], [2.15906, 3.48578, -7.07975], [0.72005, 0.77192, -7.66733], [-0.76269, 0.03234, -8.25346], [0.48174, 0.52650, -9.40404], [-1.17922, 2.39957, -7.63885], [-1.45255, 2.12803, -9.35250], [-0.20612, 4.23570, -9.01482], [0.79647, 3.07341, -9.88690], [-7.92869, -2.53143, 4.13834], [-7.54111, -2.39018, 2.67084], [-6.41696, -3.34648, 2.25668], [-5.20012, -3.07943, 3.04142], [-4.24557, -2.87027, 3.64458], [-7.09645, -2.28189, 4.79993], [-8.74961, -1.85564, 4.38049], [-8.25125, -3.55020, 4.36176], [-7.23630, -1.35678, 2.48140], [-8.41751, -2.58464, 2.05159], [-6.18862, -3.21517, 1.19762], [-6.71133, -4.38301, 2.41212], [-9.56498, 1.73498, 0.93306], [-8.75641, 1.07553, -0.17887], [-9.57150, 0.06165, -0.98828], [-10.05438, -1.02216, -0.11349], [-10.43026, -1.86204, 0.57264], [-9.90579, 1.00403, 1.66818], [-8.95559, 2.46816, 1.46272], [-10.43961, 2.24954, 0.52992], [-7.88528, 0.58162, 0.25859], [-8.38187, 1.84760, -0.85440], [-8.95707, -0.37256, -1.77774], [-10.42999, 0.54600, -1.45614]], "lowdin_charge": [-0.048, -0.223, -0.092, -0.333, -0.389, 0.940, -0.077, -0.496, 0.197, -0.006, 0.438, -0.231, -0.101, -0.097, -0.085, -0.031, -0.447, 0.159, 0.111, -0.112, 0.557, -0.280, -0.197, -0.120, -0.069, 1.011, -0.266, -0.265, 0.091, 0.092, 0.068, 0.118, 0.104, -0.062, 0.111, 0.029, 0.109, 0.134, 0.098, 0.084, 0.046, 0.043, 0.039, 0.051, 0.042, 0.045, -0.106, -0.252, -0.173, -0.176, 0.170, 0.062, 0.063, 0.080, 0.105, 0.114, 0.123, 0.083, -0.122, -0.265, -0.178, -0.205, 0.163, 0.072, 0.022, 0.081, 0.116, 0.079, 0.114, 0.121, -0.109, -0.256, -0.183, -0.239, 0.148, 0.072, 0.069, 0.053, 0.114, 0.109, 0.118, 0.115, -0.106, -0.249, -0.188, -0.189, 0.172, 0.069, 0.079, 0.043, 0.102, 0.110, 0.088, 0.071, -0.090, -0.254, -0.166, -0.197, 0.176, 0.062, 0.049, 0.087, 0.099, 0.101, 0.064, 0.126, -0.106, -0.259, -0.173, -0.157, 0.163, 0.068, 0.074, 0.077, 0.111, 0.110, 0.118, 0.111, -0.135, -0.262, -0.191, -0.241, 0.139, 0.071, 0.022, 0.077, 0.113, 0.108, 0.114, 0.116, -0.105, -0.256, -0.192, -0.234, 0.163, 0.072, 0.073, 0.067, 0.113, 0.107, 0.105, 0.093, -0.099, -0.255, -0.178, -0.220, 0.147, 0.061, 0.052, 0.085, 0.112, 0.112, 0.119, 0.123, -0.103, -0.264, -0.190, -0.225, 0.155, 0.068, 0.072, 0.081, 0.104, 0.078, 0.114, 0.087, -0.109, -0.267, -0.184, -0.225, 0.157, 0.070, 0.072, 0.079, 0.102, 0.106, 0.116, 0.121], "gap_ev": 6.439, "molar_mass_g_mol": 1240.437, "multiplicity": 1, "total_energy_ha": -5122.2889, "total_charge": 1, "e_homo_ev": -11.01}